Run A
Formula: C7H14
Source: the Open Molecules 2025 dataset
Level of theory: the ωB97M-V functional and the def2-TZVPD basis

Each line ends with the Mulliken charge.
Element x y z (Å)
C (-1.9805, -0.3109, 1.3149)  -1.57
C (-1.1224, 0.5274, 0.3872)  0.30
C (0.2498, 1.0117, 0.8796)  -0.94
C (0.7791, 0.8679, -0.5623)  0.19
C (2.2418, 0.4719, -0.7119)  -1.46
C (-0.4120, -0.1064, -0.8461)  0.37
C (-0.0729, -1.5883, -0.7496)  -1.69
H (-1.4496, -1.2144, 1.6361)  0.34
H (-2.2404, 0.2613, 2.2139)  0.40
H (-2.9154, -0.6175, 0.8316)  0.34
H (-1.6968, 1.3960, 0.0381)  0.32
H (0.3107, 1.9818, 1.3855)  0.37
H (0.7156, 0.2521, 1.5228)  0.26
H (0.5885, 1.7806, -1.1383)  0.31
H (2.4489, -0.5100, -0.2705)  0.29
H (2.5772, 0.4572, -1.7547)  0.35
H (2.8648, 1.1992, -0.1752)  0.38
H (-0.9397, 0.0702, -1.7920)  0.34
H (-0.9724, -2.2033, -0.6274)  0.38
H (0.5991, -1.8114, 0.0874)  0.37
H (0.4266, -1.9147, -1.6691)  0.36

The value obtained for the LUMO energy is 1.14 eV.


Run B
Formula: C7H14
Source: the Open Molecules 2025 dataset
Level of theory: the ωB97M-V functional and the def2-TZVPD basis

Each line ends with the Mulliken charge.
Element x y z (Å)
C (0.7397, -2.6080, -0.2943)  -0.30
C (-0.5960, -2.7714, 0.4201)  0.01
C (-1.6179, -1.8692, 0.3593)  -0.56
H (0.7419, -3.2679, -1.1756)  0.27
H (0.8178, -1.5814, -0.6846)  -0.25
H (1.5677, -2.8458, 0.3913)  0.29
H (-0.7328, -3.6845, 1.0393)  0.29
H (-2.5297, -2.0081, 0.9946)  0.21
H (-1.6451, -0.9598, -0.2612)  0.07
C (1.8920, 1.2638, -0.5602)  -0.85
C (0.7107, 2.2338, -0.7404)  -0.64
C (-0.5814, 1.7299, -0.1520)  -0.14
C (-1.0270, 2.0625, 1.0887)  -0.69
H (1.6550, 0.2674, -0.9911)  0.06
H (2.8891, 1.6172, -0.9040)  0.34
H (2.0300, 1.0627, 0.5263)  0.29
H (0.6383, 2.5206, -1.8125)  0.30
H (0.9552, 3.1796, -0.2333)  0.29
H (-1.1334, 1.0619, -0.7627)  0.45
H (-2.0329, 1.8227, 1.3398)  0.29
H (-0.3414, 2.5664, 1.8067)  0.24

The value obtained for the LUMO energy is 1.14 eV.


Run C
Formula: C7H14
Source: the Open Molecules 2025 dataset
Level of theory: the ωB97M-V functional and the def2-TZVPD basis

Each line ends with the Mulliken charge.
Element x y z (Å)
C (-0.7048, 3.0369, 0.2476)  -1.40
C (-0.7527, 1.5796, -0.1683)  -0.15
C (0.6253, 0.9410, -0.0190)  -0.83
C (0.5883, -0.5887, -0.0183)  0.55
C (-0.2079, -1.3130, -0.8359)  -0.11
C (-0.8692, -2.5882, -0.4186)  -1.36
C (1.4606, -1.2449, 1.0101)  -1.56
H (0.0033, 3.6609, -0.2968)  0.34
H (-0.3714, 3.1450, 1.2779)  0.35
H (-1.6520, 3.5635, 0.1416)  0.38
H (-1.1649, 1.3209, -1.1395)  0.35
H (-1.4586, 1.1375, 0.5450)  0.25
H (1.1574, 1.2901, 0.8632)  0.37
H (1.2361, 1.1577, -0.9066)  0.29
H (-0.3200, -0.7417, -1.7548)  0.39
H (-0.2807, -3.5028, -0.5639)  0.33
H (-1.8488, -2.7325, -0.8613)  0.35
H (-1.0642, -2.5400, 0.6565)  0.36
H (1.0873, -1.1771, 2.0459)  0.33
H (2.5307, -1.0400, 1.0354)  0.38
H (1.4563, -2.3232, 0.8663)  0.39

The value obtained for the LUMO energy is 1.07 eV.


Run D
Formula: C7H14
Source: the Open Molecules 2025 dataset
Level of theory: the ωB97M-V functional and the def2-TZVPD basis

Each line ends with the Mulliken charge.
Element x y z (Å)
C (-0.9931, -1.1952, -1.7340)  -1.20
C (0.3398, -1.0020, -1.0653)  -0.44
C (0.5464, -0.0547, -0.1689)  0.24
C (0.0611, -1.3640, 2.1664)  -0.96
C (1.5024, 0.8477, 0.4704)  -0.61
C (0.0188, 1.2195, 0.3176)  0.28
C (-0.4828, 2.1207, -0.7802)  -1.49
H (-1.1983, -2.2418, -1.9785)  0.37
H (-1.8149, -0.8227, -1.1111)  0.31
H (-1.0107, -0.6280, -2.6735)  0.29
H (0.0483, -1.3331, 1.0738)  0.18
H (1.1671, -1.6551, -1.3367)  0.39
H (1.0396, -1.7479, 2.4646)  0.27
H (-0.7501, -2.0305, 2.4420)  0.38
H (-0.0953, -0.3774, 2.6207)  0.21
H (1.8564, 0.6939, 1.4912)  0.23
H (2.2366, 1.2735, -0.2049)  0.26
H (-0.5169, 1.2854, 1.2673)  0.29
H (-1.5539, 1.9425, -0.9335)  0.31
H (0.0260, 1.8568, -1.7134)  0.31
H (-0.3229, 3.1792, -0.5663)  0.38

The value obtained for the LUMO energy is 1.06 eV.


Referenced to the most stable arrangement, the calculated values in kJ/mol are run A 0.0; run B 146.5; run C 97.5; run D 200.4.


Run A
Formula: C4H6ClN
Source: the Open Molecules 2025 dataset
Level of theory: the ωB97M-V functional and the def2-TZVPD basis

Each line ends with the Mulliken charge.
Element x y z (Å)
C (0.6781, 0.1742, 0.5141)  0.20
C (-0.7197, 0.2923, 0.0914)  0.81
C (1.8515, -0.7145, 0.6267)  -0.83
C (-1.4897, 0.5257, -1.1427)  -1.18
N (0.1821, 1.2903, 0.8222)  -0.56
Cl (-1.8859, -0.5245, 1.3634)  -0.31
H (2.1699, -1.0089, -0.3807)  0.27
H (1.4265, -1.6189, 1.1134)  0.25
H (2.7215, -0.2440, 1.1801)  0.30
H (-1.6371, -0.3810, -1.5660)  0.32
H (-0.9340, 1.1121, -1.7631)  0.41
H (-2.3631, 1.0972, -0.8588)  0.33

The value obtained for the LUMO energy is 0.81 eV.


Run B
Formula: C4H6ClN
Source: the Open Molecules 2025 dataset
Level of theory: the ωB97M-V functional and the def2-TZVPD basis

Each line ends with the Mulliken charge.
Element x y z (Å)
C (-1.8798, 0.0896, -0.0167)  0.38
C (-1.1288, 1.2693, -0.1254)  0.43
C (-0.2627, 2.1475, -0.5520)  -0.75
C (1.4894, -1.6161, 0.3712)  -0.95
N (-2.1833, 0.9783, 0.8564)  -0.48
Cl (-2.2138, -1.4418, -0.5461)  -0.10
H (0.3735, 1.9332, -1.3926)  0.26
H (-0.1596, 3.1043, -0.0731)  0.26
H (1.5115, -0.6344, -0.0860)  0.18
H (2.4966, -1.9144, 0.6313)  0.30
H (0.8787, -1.5858, 1.2641)  0.23
H (1.0783, -2.3296, -0.3310)  0.24

The value obtained for the LUMO energy is 0.64 eV.


Run C
Formula: C4H6ClN
Source: the Open Molecules 2025 dataset
Level of theory: the ωB97M-V functional and the def2-TZVPD basis

Each line ends with the Mulliken charge.
Element x y z (Å)
C (-1.6965, -0.3880, 0.7979)  -1.34
C (-0.2555, -0.2151, 0.9305)  0.66
C (0.6713, -0.9695, 0.0222)  -0.87
C (0.0258, 1.2819, 0.9641)  0.09
H (-2.0976, 0.2370, 1.6123)  0.36
H (-2.0314, 0.0472, -0.1264)  0.34
H (-1.9432, -1.3959, 1.0162)  0.40
H (0.1024, -0.6757, 1.8544)  0.17
H (0.3911, -2.0429, -0.0067)  0.34
H (1.6287, -0.8749, 0.2833)  0.49
N (0.4430, 2.3544, 1.1877)  -0.44
Cl (0.4928, -0.5900, -1.7197)  -0.20

The value obtained for the LUMO energy is 0.63 eV.


Referenced to the most stable arrangement, the calculated values in kJ/mol are run A 106.5; run B 216.8; run C 0.0.


Run A
Formula: C6H6NO
Source: the Open Molecules 2025 dataset
Level of theory: the ωB97M-V functional and the def2-TZVPD basis

Each line ends with the Mulliken charge.
Element x y z (Å)
C (-0.0361, 0.7006, 2.1269)  -0.29
C (-0.2764, 1.8324, 1.2698)  -0.42
C (0.1526, -0.4460, 1.3792)  -0.47
C (0.0074, -1.0562, -1.0687)  -0.47
C (-0.3549, 1.1147, 0.1646)  0.43
C (0.2277, -0.4039, -2.4288)  0.09
N (0.0128, -0.1463, 0.0453)  0.16
O (0.2595, 0.7632, -2.6494)  -0.39
H (-0.0471, 0.7947, 3.1984)  0.42
H (-0.4599, 2.8535, 1.5218)  0.44
H (0.3357, -1.4494, 1.7091)  0.42
H (0.7953, -1.8036, -0.9231)  0.37
H (0.3391, -1.1694, -3.2135)  0.35
H (-0.9556, -1.5844, -1.1316)  0.34

The value obtained for the LUMO energy (alpha / beta) is -6.83 / -7.72 eV. As for the charge: +1.


Run B
Formula: C6H6NO
Source: the Open Molecules 2025 dataset
Level of theory: the ωB97M-V functional and the def2-TZVPD basis

Each line ends with the Mulliken charge.
Element x y z (Å)
C (0.2069, 0.4824, 0.4638)  -0.20
C (-1.2151, 0.3022, 0.4189)  -0.22
C (-1.4538, -1.0147, 0.3733)  -0.51
C (-0.3362, -1.8705, 0.5624)  -0.19
C (1.5783, -0.7936, -0.9183)  0.34
C (0.9812, 0.6452, -0.9196)  -0.38
N (0.7122, -0.9714, 0.4571)  -0.01
O (2.3829, -1.4725, -1.4001)  -0.30
H (-1.7524, 1.1973, 0.1613)  0.46
H (-2.4499, -1.2701, 0.2722)  0.51
H (-0.2315, -2.9348, 0.4292)  0.40
H (1.9144, 1.3051, -0.8534)  0.29
H (0.5645, 1.0712, 1.1564)  0.46
H (0.4425, 1.0499, -1.8189)  0.35

The value obtained for the LUMO energy is -6.28 eV. As for the charge: +1.


Referenced to the most stable arrangement, the calculated values in kJ/mol are run A 178.2; run B 0.0.


Run A
Formula: C2H2O2
Source: the Open Molecules 2025 dataset
Level of theory: the ωB97M-V functional and the def2-TZVPD basis

Each line ends with the Mulliken charge.
Element x y z (Å)
O (0.2986, -0.6255, -1.7036)  -0.36
C (-0.3752, -0.1073, -0.8803)  0.30
C (0.4621, -0.2597, 1.2456)  -0.25
O (0.1768, 0.5468, 0.2404)  -0.15
H (-1.4679, -0.0075, -0.8820)  0.31
H (0.9055, 0.4532, 1.9799)  0.15

The value obtained for the LUMO energy is 0.16 eV.


Run B
Formula: C2H2O2
Source: the Open Molecules 2025 dataset
Level of theory: the ωB97M-V functional and the def2-TZVPD basis

Each line ends with the Mulliken charge.
Element x y z (Å)
C (1.0557, 0.6007, 0.1746)  -0.29
C (-0.0897, 0.9164, 0.1420)  0.15
O (-1.9359, -0.3472, 0.2707)  -0.32
O (-1.3390, 0.8769, -0.2305)  -0.20
H (2.0579, 0.7391, 0.5001)  0.30
H (-1.1837, -1.0502, 0.2151)  0.36

The value obtained for the LUMO energy is 0.57 eV.


Run C
Formula: C2H2O2
Source: the Open Molecules 2025 dataset
Level of theory: the ωB97M-V functional and the def2-TZVPD basis

Each line ends with the Mulliken charge.
Element x y z (Å)
C (-0.7358, -0.0393, 0.1246)  0.26
C (0.7068, -0.0567, -0.3664)  0.01
O (-1.8314, -0.5517, -0.0855)  -0.43
O (1.4102, -0.8583, 0.1112)  -0.34
H (-0.6580, 0.6359, 1.0432)  0.21
H (1.1081, 0.8702, -0.8271)  0.28

The value obtained for the LUMO energy is 0.30 eV.


Referenced to the most stable arrangement, the calculated values in kJ/mol are run A 160.8; run B 379.9; run C 0.0.